Molecular formula: C17H15BrN5O3Zr
Method: DFT, wB97M-V/def2-TZVPD

Cartesian coordinates (Å):
O: 1.896 3.711 -2.685
H: 2.559 2.273 0.997
H: -1.966 -2.252 4.183
N: -4.450 -1.711 3.431
C: -6.386 -4.563 6.591
O: 0.354 2.821 -1.278
O: 0.020 0.570 1.199
N: -2.353 1.477 0.466
C: -0.937 -0.936 2.874
C: -5.414 -3.185 4.857
C: -2.316 0.496 1.453
H: 0.052 -1.242 3.187
Zr: -0.416 2.304 0.553
H: 3.299 3.876 -0.702
N: 2.358 3.534 -0.531
N: -4.617 -2.140 4.622
C: -2.049 -1.492 3.418
C: -3.570 1.799 -0.086
C: 1.502 3.341 -1.542
H: 0.128 3.106 -3.670
C: -6.769 -5.067 4.207
N: 1.981 3.083 0.751
C: 1.081 3.562 -3.912
H: -5.617 -0.218 1.685
H: 2.204 3.815 1.429
H: -3.560 2.547 -0.868
C: -4.727 1.219 0.332
H: 0.966 4.565 -4.309
H: -5.160 -2.853 6.975
H: -7.236 -5.699 3.466
C: -4.699 0.257 1.364
H: -5.662 1.496 -0.133
C: -1.063 0.056 1.865
H: 1.670 2.943 -4.579
C: -6.012 -3.997 3.846
H: -5.862 -3.753 2.803
C: -5.623 -3.489 6.232
Br: -7.990 -6.800 6.049
C: -3.506 -0.111 1.939
C: -3.370 -1.114 2.990
H: -6.554 -4.810 7.629
C: -6.958 -5.354 5.581

* LUMO energy (spin up / spin down): -11.086 / -11.076 eV
* charge: +3
* electronic energy: -102760.3891 eV
* orbital gap (spin up / spin down): 4.395 / 4.406 eV
* energy relative to the best compared isomer or geometry (same formula, charge and spin): 0.0 kcal per mole